#i
One molecule with the formula C17H22N2O4, computed with ωB97M-V/def2-TZVPD.

Geometry as ORCA input:
```
! RIJCOSX wB97M-V def2-TZVPD def2/J DEFGRID3
* xyz 0 1
O -4.343 -1.916 -0.174
O -5.698 -0.450 -0.963
O 3.815 1.587 -0.737
O 1.838 1.527 0.321
N 1.233 -3.034 0.002
N -4.656 -0.770 -0.426
C -3.755 0.286 -0.055
C 1.808 2.954 0.378
C 2.763 -0.545 -0.330
C -0.803 -1.754 0.722
C -2.391 0.045 0.173
C 1.453 -2.451 -1.300
C 2.893 0.963 -0.283
C -3.513 2.608 0.509
C 2.489 -1.132 1.058
C -1.613 1.134 0.577
C -0.141 -3.077 0.467
C -1.770 -1.256 -0.045
C 1.214 3.545 -0.892
C -4.305 1.555 0.104
C 1.624 -0.927 -1.285
C 2.252 -2.645 0.949
C -2.162 2.389 0.750
H 1.995 -3.053 1.928
H -1.535 3.209 1.067
H 1.145 4.625 -0.795
H -5.359 1.686 -0.085
H 1.850 -0.574 -2.293
H 0.222 3.138 -1.073
H 1.852 3.310 -1.741
H 2.829 3.322 0.526
H 1.618 -0.639 1.487
H -2.146 -1.846 -0.870
H 0.699 -0.454 -0.952
H 2.366 -2.903 -1.707
H -0.716 -3.627 -0.285
H 3.342 -0.947 1.715
H -3.940 3.589 0.639
H -0.467 -1.208 1.593
H 1.198 3.194 1.252
H 0.621 -2.725 -1.951
H 3.707 -0.941 -0.718
H -0.147 -3.664 1.391
H -0.555 0.989 0.733
H 3.187 -3.116 0.621
*
```

Calculated values
HOMO ... -8.32 eV
Lowest unoccupied orbital energy ... -0.0187 Eh
Kohn-Sham gap ... 7.81 eV
SMILES ... CCOC(=O)C1CCN(C/C=C/c2ccccc2[N+](=O)[O-])CC1

Results of the Mulliken charge analysis, in e, for atoms 1 through 8:
1. O -0.58
2. O -0.61
3. O -0.62
4. O -0.33
5. N 0.24
6. N 1.00
7. C 0.09
8. C -0.46

---

#ii
One molecule with the formula C17H22N2O4, computed with ωB97M-V/def2-TZVPD.

Geometry as ORCA input:
```
! RIJCOSX wB97M-V def2-TZVPD def2/J DEFGRID3
* xyz 0 1
O 1.192 0.379 2.212
O -3.180 -1.635 -1.374
O -2.252 -1.516 1.378
O 3.365 -1.884 -0.610
N 1.181 1.937 0.575
N 2.715 -1.385 -1.691
C -2.202 -0.416 0.563
C -1.712 0.809 0.995
C 0.401 2.905 1.310
C 1.445 0.706 1.063
C 1.110 0.344 -2.259
C -2.044 1.780 -1.156
C -2.577 0.583 -1.592
C 1.964 -0.395 -1.289
C 2.109 -0.217 0.123
C 2.997 -1.207 0.482
C -1.601 1.905 0.150
C -0.954 3.176 0.635
C 3.576 -1.577 1.793
C 1.901 1.445 -2.972
C -3.291 -2.867 -0.699
C -2.654 -0.534 -0.766
C -1.663 -1.435 2.657
H -1.600 3.684 1.354
H -2.315 -3.251 -0.396
H 0.240 0.759 -1.747
H -2.931 0.472 -2.605
H -1.383 0.909 2.015
H -0.811 3.846 -0.216
H -3.938 -2.793 0.177
H 2.330 2.157 -2.268
H -0.625 -1.093 2.607
H 3.553 -2.657 1.917
H 1.251 1.985 -3.657
H 4.614 -1.251 1.852
H -1.977 2.615 -1.838
H -3.738 -3.547 -1.425
H 0.758 -0.368 -3.006
H 1.367 2.134 -0.394
H 3.000 -1.099 2.580
H -1.693 -2.450 3.051
H 2.716 1.003 -3.540
H 0.264 2.488 2.309
H 0.965 3.840 1.397
H -2.235 -0.777 3.319
*
```

Calculated values
HOMO ... -7.98 eV
Lowest unoccupied orbital energy ... 0.0270 Eh
Kohn-Sham gap ... 8.71 eV
SMILES ... CCc1noc(C)c1C(=O)NCCc1ccc(OC)c(OC)c1

Results of the Mulliken charge analysis, in e, for atoms 1 through 8:
1. O -0.75
2. O -0.48
3. O -0.50
4. O -0.17
5. N 0.00
6. N -0.76
7. C 0.97
8. C -0.35

---

Q: Which of them is the least stable? A: #i.

---

#i
One molecule with the formula CH3NO2S, computed with ωB97M-V/def2-TZVPD.

Geometry as ORCA input:
```
! RIJCOSX wB97M-V def2-TZVPD def2/J DEFGRID3
* xyz 0 1
S 1.986 0.675 1.064
O -0.353 -0.116 0.645
O 2.920 1.562 0.508
N 0.616 0.733 0.089
C -1.169 -0.624 -0.466
H -1.722 -1.154 0.254
H -1.632 0.207 -0.936
H -0.647 -1.284 -1.158
*
```

Calculated values
HOMO (alpha / beta) ... -9.37 / -9.33 eV
Lowest unoccupied orbital energy (alpha / beta) ... -0.0320 / -0.0314 Eh
Kohn-Sham gap (alpha / beta) ... 8.50 / 8.48 eV

The molecule's Mulliken atomic charges, reported in e, are given here:
1. S 0.47
2. O -0.14
3. O -0.38
4. N -0.23
5. C -0.40
6. H 0.23
7. H 0.22
8. H 0.24

---

#ii
One molecule with the formula CH3NO2S, computed with ωB97M-V/def2-TZVPD.

Geometry as ORCA input:
```
! RIJCOSX wB97M-V def2-TZVPD def2/J DEFGRID3
* xyz 0 1
S -0.931 0.129 0.475
O -1.103 -0.535 1.778
O -1.599 -1.051 -2.059
N -0.682 -0.572 -1.498
C 0.911 0.464 0.402
H 1.039 -0.157 -0.490
H 1.272 0.194 1.311
H 1.093 1.527 0.081
*
```

Calculated values
HOMO (alpha / beta) ... -8.59 / -8.44 eV
Lowest unoccupied orbital energy (alpha / beta) ... -0.0455 / -0.0397 Eh
Kohn-Sham gap (alpha / beta) ... 7.35 / 7.36 eV
SMILES ... CS(=O)#[N+][O-]

The molecule's Mulliken atomic charges, reported in e, are given here:
1. S 0.48
2. O -0.52
3. O -0.22
4. N 0.06
5. C -0.70
6. H 0.30
7. H 0.33
8. H 0.27

---

#iii
A 2-piece molecular cluster, CH3NO2S overall, computed with ωB97M-V/def2-TZVPD.

Geometry as ORCA input:
```
! RIJCOSX wB97M-V def2-TZVPD def2/J DEFGRID3
* xyz 0 1
S 0.954 0.122 -0.102
O 1.408 1.464 0.169
O 1.917 -0.971 -0.145
N -0.381 -0.351 0.836
C -0.611 -0.251 -0.612
H -0.830 -1.230 -1.011
H -1.506 0.382 -0.850
H -0.951 0.835 1.714
*
```

Calculated values
HOMO ... -10.40 eV
Lowest unoccupied orbital energy ... -0.0338 Eh
Kohn-Sham gap ... 9.48 eV

The molecule's Mulliken atomic charges, reported in e, are given here:
1. S 0.87
2. O -0.54
3. O -0.52
4. N -0.51
5. C -0.09
6. H 0.22
7. H 0.26
8. H 0.31

---

#iv
One molecule with the formula CH3NO2S, computed with ωB97M-V/def2-TZVPD.

Geometry as ORCA input:
```
! RIJCOSX wB97M-V def2-TZVPD def2/J DEFGRID3
* xyz 0 1
S 1.236 -0.114 -0.389
O 1.397 1.387 0.331
O 1.373 -1.179 0.603
N -1.390 0.195 -0.072
C -0.521 -0.458 -0.588
H -2.375 -0.047 -0.082
H 0.870 1.690 1.176
H -0.590 -1.476 -0.979
*
```

Calculated values
HOMO ... -9.37 eV
Lowest unoccupied orbital energy ... 0.0220 Eh
Kohn-Sham gap ... 9.97 eV

The molecule's Mulliken atomic charges, reported in e, are given here:
1. S 0.52
2. O -0.49
3. O -0.52
4. N -0.47
5. C 0.02
6. H 0.25
7. H 0.35
8. H 0.33

---

Q: Which of them is the least stable? A: #iii.

---

#i
One molecule with the formula CH3NO2S, computed with ωB97M-V/def2-TZVPD.

Geometry as ORCA input:
```
! RIJCOSX wB97M-V def2-TZVPD def2/J DEFGRID3
* xyz 0 1
S -0.372 -0.875 0.411
O -0.304 -1.603 -0.886
O -2.081 1.233 0.479
N 1.106 -0.071 0.403
C -1.020 0.729 -0.031
H -0.572 0.984 -0.966
H 1.429 0.022 -0.525
H 1.814 -0.419 1.116
*
```

Calculated values
HOMO ... -9.85 eV
Lowest unoccupied orbital energy ... -0.0077 Eh
Kohn-Sham gap ... 9.64 eV

The molecule's Mulliken atomic charges, reported in e, are given here:
1. S 0.54
2. O -0.58
3. O -0.45
4. N -0.54
5. C 0.20
6. H 0.29
7. H 0.28
8. H 0.26

---

#ii
One molecule with the formula CH3NO2S, computed with ωB97M-V/def2-TZVPD.

Geometry as ORCA input:
```
! RIJCOSX wB97M-V def2-TZVPD def2/J DEFGRID3
* xyz 0 1
S -0.334 -0.558 1.273
O -1.264 -0.242 -0.057
O -0.913 1.202 -1.837
N 1.101 -1.079 0.648
C -0.897 1.095 -0.699
H 1.648 -0.233 0.421
H 1.207 -1.967 0.043
H -0.548 1.783 0.207
*
```

Calculated values
HOMO ... -9.18 eV
Lowest unoccupied orbital energy ... 0.0241 Eh
Kohn-Sham gap ... 9.84 eV
SMILES ... NSOC=O

The molecule's Mulliken atomic charges, reported in e, are given here:
1. S 0.06
2. O -0.31
3. O -0.33
4. N -0.47
5. C 0.20
6. H 0.27
7. H 0.28
8. H 0.30

---

Q: Which of them is the least stable? A: #i.

---

#i
A 2-piece molecular cluster, C3H9S2 overall, computed with ωB97M-V/def2-TZVPD.

Geometry as ORCA input:
```
! RIJCOSX wB97M-V def2-TZVPD def2/J DEFGRID3
* xyz -1 1
S 2.137 -1.198 -1.604
S -0.112 0.760 0.412
C -2.305 0.340 2.128
C -0.787 0.146 2.029
C 2.272 -0.049 -3.110
H -0.409 -0.910 1.944
H 0.900 -0.658 -1.097
H -2.615 -0.079 3.119
H 1.372 0.552 -3.164
H -2.922 -0.218 1.405
H 2.141 -0.747 -3.995
H -0.420 0.397 3.063
H 3.293 0.316 -3.066
H -2.545 1.348 1.937
*
```

Calculated values
HOMO ... -2.57 eV
Lowest unoccupied orbital energy ... 0.1307 Eh
Kohn-Sham gap ... 6.13 eV

Results of the Mulliken charge analysis, in e, for atoms 1 through 8:
1. S -0.24
2. S -0.61
3. C -0.95
4. C -0.49
5. C -0.68
6. H 0.17
7. H 0.04
8. H 0.30

---

#ii
A 2-piece molecular cluster, C3H9S2 overall, computed with ωB97M-V/def2-TZVPD.

Geometry as ORCA input:
```
! RIJCOSX wB97M-V def2-TZVPD def2/J DEFGRID3
* xyz -1 1
S 0.492 -2.072 0.333
S -1.507 1.548 -1.250
C 1.643 -1.112 1.463
C -1.934 0.124 -0.065
C 0.248 1.201 -1.475
H 0.608 1.828 -2.293
H 1.206 -0.102 1.490
H 0.374 0.161 -1.793
H -1.997 -0.703 -0.762
H 1.586 -1.452 2.509
H 2.716 -1.015 1.299
H -1.346 -0.203 0.791
H -2.883 0.547 0.286
H 0.794 1.250 -0.533
*
```

Calculated values
HOMO ... -2.40 eV
Lowest unoccupied orbital energy ... 0.1224 Eh
Kohn-Sham gap ... 5.73 eV

Results of the Mulliken charge analysis, in e, for atoms 1 through 8:
1. S -0.70
2. S -0.16
3. C -0.81
4. C -0.74
5. C -0.63
6. H 0.31
7. H 0.10
8. H 0.24

---

#iii
A 2-piece molecular cluster, C3H9S2 overall, computed with ωB97M-V/def2-TZVPD.

Geometry as ORCA input:
```
! RIJCOSX wB97M-V def2-TZVPD def2/J DEFGRID3
* xyz -1 1
S 2.890 0.202 -0.265
S -0.006 1.950 -0.488
C 2.244 -1.430 -0.749
C -0.906 0.513 0.230
C -2.401 0.704 0.583
H -2.540 1.132 1.579
H -3.028 -0.177 0.427
H -0.802 -0.357 -0.413
H -2.854 1.503 -0.026
H 2.052 -1.958 0.192
H 1.760 0.850 0.287
H -0.442 0.391 1.212
H 2.830 -1.969 -1.479
H 1.202 -1.354 -1.090
*
```

Calculated values
HOMO ... -2.56 eV
Lowest unoccupied orbital energy ... 0.1348 Eh
Kohn-Sham gap ... 6.23 eV

Results of the Mulliken charge analysis, in e, for atoms 1 through 8:
1. S -0.24
2. S -0.63
3. C -0.71
4. C -0.31
5. C -1.02
6. H 0.24
7. H 0.30
8. H 0.11

---

Q: Which of them is the least stable? A: #i.

---

#i
A 2-piece molecular cluster, C3H9BOS overall, computed with ωB97M-V/def2-TZVPD.

Geometry as ORCA input:
```
! RIJCOSX wB97M-V def2-TZVPD def2/J DEFGRID3
* xyz 0 1
S 1.400 1.481 -1.140
O 0.222 -1.006 -0.451
C 2.707 0.251 -0.727
C -0.002 -2.387 -0.127
C -2.335 1.796 0.964
B 1.270 -0.234 -0.700
H 0.773 -3.056 -0.429
H -1.823 2.483 0.377
H -2.753 2.362 1.926
H 3.308 0.636 0.149
H -0.896 -2.653 -0.790
H -1.691 0.877 1.263
H 3.376 0.198 -1.573
H -3.159 1.551 0.418
H -0.397 -2.299 0.839
*
```

Calculated values
HOMO ... -8.86 eV
Lowest unoccupied orbital energy ... 0.0204 Eh
Kohn-Sham gap ... 9.41 eV
SMILES ... COB1CS1.C

Results of the Mulliken charge analysis, in e, for atoms 1 through 8:
1. S -0.30
2. O -0.59
3. C -0.54
4. C -0.62
5. C -0.88
6. B 0.72
7. H 0.33
8. H 0.23

---

#ii
One molecule with the formula C3H9BOS, computed with ωB97M-V/def2-TZVPD.

Geometry as ORCA input:
```
! RIJCOSX wB97M-V def2-TZVPD def2/J DEFGRID3
* xyz 0 1
S 2.688 0.785 -0.684
O 2.175 -1.528 0.624
C -2.305 0.621 -0.158
C -0.835 0.612 0.215
C -0.095 -0.635 -0.161
B 1.560 -0.496 0.048
H 3.107 -1.353 0.739
H -2.695 1.665 -0.124
H -0.293 1.462 -0.070
H -2.840 -0.124 0.475
H -2.347 0.123 -1.123
H 3.752 0.632 0.016
H -0.602 -1.665 0.065
H -0.898 0.645 1.358
H -0.371 -0.743 -1.219
*
```

Calculated values
HOMO ... -9.90 eV
Lowest unoccupied orbital energy ... 0.0136 Eh
Kohn-Sham gap ... 10.27 eV
SMILES ... CCCB(O)S

Results of the Mulliken charge analysis, in e, for atoms 1 through 8:
1. S -0.33
2. O -0.39
3. C -1.11
4. C -0.26
5. C -0.77
6. B 0.51
7. H 0.26
8. H 0.32

---

Q: Which of them is the least stable? A: #i.

---

#i
C4H8N2 as an isolated structure, computed with ωB97M-V/def2-TZVPD.

Geometry as ORCA input:
```
! RIJCOSX wB97M-V def2-TZVPD def2/J DEFGRID3
* xyz 0 1
N 1.380 0.807 -0.489
N 1.672 -0.496 0.022
C 0.090 1.155 0.062
C 0.565 -1.332 -0.170
C -2.102 -0.225 -0.158
C -0.791 0.001 -0.032
H 1.863 -0.355 1.042
H 0.253 1.440 1.210
H -0.402 1.970 -0.431
H 0.344 -1.810 0.705
H 2.112 1.459 -0.281
H -2.511 -1.307 -0.133
H 0.402 -1.839 -1.183
H -2.876 0.533 -0.164
*
```

Calculated values
HOMO ... -8.46 eV
Lowest unoccupied orbital energy ... 0.0359 Eh
Kohn-Sham gap ... 9.44 eV

Results of the Mulliken charge analysis, in e, for atoms 1 through 8:
1. N -0.42
2. N -0.34
3. C -0.48
4. C -0.67
5. C -0.78
6. C 0.33
7. H 0.31
8. H 0.20

---

#ii
One molecule with the formula C4H8N2, computed with ωB97M-V/def2-TZVPD.

Geometry as ORCA input:
```
! RIJCOSX wB97M-V def2-TZVPD def2/J DEFGRID3
* xyz 0 1
N -1.061 -1.744 -0.050
N 1.943 0.605 -0.143
C 1.069 -0.328 0.438
C -0.270 -0.476 -0.278
C -1.611 1.735 0.172
C -1.012 0.697 -0.045
H -0.102 -0.457 -1.426
H -2.003 -1.733 -0.534
H 1.530 -1.387 0.514
H 2.149 0.512 -1.178
H -1.124 -1.688 1.003
H 0.886 -0.113 1.493
H -2.021 2.845 0.012
H 1.627 1.532 0.023
*
```

Calculated values
HOMO ... -9.31 eV
Lowest unoccupied orbital energy ... 0.0364 Eh
Kohn-Sham gap ... 10.30 eV
SMILES ... C#C[C@H](N)CN

Results of the Mulliken charge analysis, in e, for atoms 1 through 8:
1. N -0.62
2. N -0.55
3. C -0.85
4. C 0.33
5. C 0.03
6. C -0.61
7. H 0.16
8. H 0.29

---

Q: Which of them is the least stable? A: #i.